# 1
Below is a cluster of 2 separate species, C5H9N3 in total in a non-equilibrium geometry, with properties calculated with ωB97M-V/def2-TZVPD.

Geometry as XYZ:
```
17
Properties=species:S:1:pos:R:3:forces:R:3:lowdin_charge:R:1
N 1.24339 1.04361 0.74782 0.0 2.6 2.0 0.051
N -1.54027 1.38237 0.45326 -0.9 0.1 -0.7 -0.014
N 1.43019 0.10305 0.07699 -0.1 -2.0 -2.1 -0.258
C -1.98454 -0.28044 -0.90207 -0.7 -1.0 -1.2 -0.132
C -1.70325 -0.80215 0.37073 1.3 -0.1 1.7 -0.146
C 2.02212 0.17313 -1.28631 1.5 0.4 -3.1 -0.092
C -2.00565 1.08744 -0.84691 1.4 -0.8 3.5 -0.103
C -1.35455 0.22942 1.19799 0.1 2.6 -1.0 -0.178
H -1.64889 -1.74909 0.87039 0.0 -0.9 -1.0 0.088
H -2.04113 -0.89390 -1.79343 -0.7 0.2 0.1 0.091
H 2.87505 -0.50391 -1.45023 -0.1 -0.1 0.9 0.059
H 1.43276 -0.11360 -2.22015 -0.4 0.4 1.8 0.086
H -0.71660 0.38371 2.06029 -0.6 -0.7 0.3 0.098
H 1.06663 -0.84234 0.38192 0.4 0.1 -0.6 0.135
H -1.43288 2.34138 0.75745 0.1 -0.5 0.2 0.137
H 2.46658 1.19423 -1.55122 -1.0 -1.2 1.1 0.095
H -2.57451 1.85250 -1.26008 -0.3 1.0 -1.7 0.085
```
Forces are in eV/Å.

## Properties
E_LUMO = 1.10 eV
E_HOMO = -7.81 eV
Kohn-Sham gap = 8.91 eV
relative energy (zero: lowest compared OMol25 entry of this formula, charge and spin) = 97.9 kcal per mole
net charge = 0
total energy = -360.0413 a.u.

# 2
Below is an isolated molecule of C5H9N3 in a non-equilibrium geometry, with properties calculated with ωB97M-V/def2-TZVPD.

Geometry as XYZ:
```
17
Properties=species:S:1:pos:R:3:forces:R:3:lowdin_charge:R:1
N 1.87071 -0.13031 -1.86171 -0.5 -1.0 0.8 0.230
N 0.95917 -1.40628 0.99477 -0.4 -0.5 1.4 0.018
N -1.93153 -1.11262 -1.15699 0.1 -0.1 0.2 0.118
C 0.22971 -0.77669 0.05710 1.5 1.1 -0.7 -0.610
C -0.63016 1.31431 1.38911 0.0 0.2 0.0 -0.120
C -1.16283 -1.30527 -0.17257 -0.1 -0.1 -0.2 -0.197
C 0.14311 1.06421 0.11721 -0.2 -1.2 0.3 -0.120
C 1.07291 -0.61961 -1.10602 -0.3 1.3 -1.7 -0.024
H -0.17995 0.76736 2.21942 0.0 0.0 0.0 0.075
H 1.88039 -1.01591 1.17679 -0.2 0.2 -0.2 0.022
H -1.51097 -0.51384 -1.87153 0.0 0.0 0.1 0.046
H -0.34699 1.42154 -0.78845 0.0 -0.1 0.0 0.093
H 2.18755 -0.54781 -2.72970 0.1 0.2 0.1 0.111
H -1.46645 -1.95410 0.64602 -0.1 0.0 0.1 0.113
H -0.61037 2.38522 1.61509 0.0 -0.1 0.1 0.077
H -1.67352 1.00717 1.29546 0.0 0.0 0.0 0.074
H 1.16922 1.42262 0.17600 0.0 -0.1 0.0 0.094
```
Forces are in eV/Å.

## Properties
E_LUMO (spin up / spin down) = -0.34 / -0.34 eV
E_HOMO (spin up / spin down) = -7.49 / -7.49 eV
Kohn-Sham gap (spin up / spin down) = 7.16 / 7.15 eV
relative energy (zero: lowest compared OMol25 entry of this formula, charge and spin) = 122.4 kcal per mole
net charge = 0
total energy = -360.0022 a.u.

# 3
Below is an isolated molecule of C5H9N3 in a non-equilibrium geometry, with properties calculated with ωB97M-V/def2-TZVPD.

Geometry as XYZ:
```
17
Properties=species:S:1:pos:R:3:forces:R:3:lowdin_charge:R:1
N 0.14014 1.46050 1.07335 -0.2 0.3 -3.0 0.034
N 1.27401 -1.09645 0.62090 1.7 -4.2 1.0 -0.027
N 2.13403 -0.40089 -0.20645 3.6 0.7 0.4 0.006
C -1.42987 -0.85434 0.35421 -1.6 -0.9 -3.0 -0.062
C 1.59015 0.61714 -0.69653 -2.4 2.6 -2.6 -0.118
C 0.10272 -1.01323 -0.04923 -5.1 4.2 1.9 -0.347
C 0.05842 0.50758 -0.33985 3.6 1.0 2.8 -0.361
C -1.37617 0.40189 -0.67214 -1.3 0.7 -1.7 -0.131
H -0.04969 -1.44024 -0.97305 0.8 -1.5 -2.4 0.118
H -1.79610 1.44932 -0.56731 -0.6 -1.8 0.1 0.117
H 0.58112 0.84113 1.76739 0.5 1.1 -0.4 0.041
H -1.79200 -0.64213 1.30728 0.2 0.7 1.8 0.062
H 1.53980 -2.10467 0.62572 0.7 1.2 0.4 0.149
H -2.16866 -1.69829 -0.02550 1.8 1.5 0.6 0.128
H 2.08436 1.55384 -1.26384 -0.8 -2.8 1.4 0.150
H -1.53240 -0.01388 -1.73180 0.1 0.8 1.4 0.127
H 0.64015 2.43272 0.77686 -1.1 -3.6 1.3 0.115
```
Forces are in eV/Å.

## Properties
E_LUMO = 0.91 eV
E_HOMO = -8.71 eV
Kohn-Sham gap = 9.61 eV
relative energy (zero: lowest compared OMol25 entry of this formula, charge and spin) = 137.9 kcal per mole
structure (SMILES) = N[C@@]12C=NN[C@H]1CC2
net charge = 0
total energy = -359.9775 a.u.

# 4
Below is an isolated molecule of C5H9N3 in a non-equilibrium geometry, with properties calculated with ωB97M-V/def2-TZVPD.

Geometry as XYZ:
```
17
Properties=species:S:1:pos:R:3:forces:R:3:lowdin_charge:R:1
N 1.69606 0.40645 -0.63262 -2.3 2.3 3.3 -0.004
N -1.10513 -1.02445 0.73486 1.9 3.0 -0.9 0.022
N -1.92930 -0.33821 -0.24030 -0.1 -2.8 1.4 0.076
C 1.88267 -0.76097 0.28413 -0.6 1.3 -1.0 -0.092
C -0.05572 1.59035 0.80786 -1.6 2.4 2.8 -0.066
C -1.18128 0.33656 -0.98745 -1.3 3.5 -1.8 -0.166
C 0.24431 -0.93176 0.16346 0.4 1.6 -1.9 -0.209
C 0.10285 0.51325 -0.32895 3.9 0.9 2.8 -0.417
H 2.27090 -0.45141 1.28130 -0.2 -0.4 -0.9 0.100
H 2.61878 -1.32743 -0.38562 -1.2 -0.7 2.0 0.126
H 0.91392 1.75234 1.33242 -0.5 0.1 -0.7 0.059
H -0.80248 1.45416 1.77510 1.6 -1.0 -2.7 0.120
H 1.80398 0.12148 -1.53017 0.5 -1.0 -3.4 0.030
H -0.53318 2.66117 0.59320 1.5 -2.2 -0.7 0.099
H -1.72983 1.06517 -1.63902 0.8 -0.8 0.2 0.134
H 0.30082 -1.17544 -0.93068 -0.8 -2.1 0.7 0.134
H -1.43132 -1.89101 0.83562 -1.9 -4.2 0.6 0.052
```
Forces are in eV/Å.

## Properties
E_LUMO = 0.92 eV
E_HOMO = -9.28 eV
Kohn-Sham gap = 10.20 eV
relative energy (zero: lowest compared OMol25 entry of this formula, charge and spin) = 151.4 kcal per mole
structure (SMILES) = C[C@]12C=NN[C@@H]1CN2
net charge = 0
total energy = -359.9560 a.u.

# 5
Below is an isolated molecule of C5H9N3 in a non-equilibrium geometry, with properties calculated with ωB97M-V/def2-TZVPD.

Geometry as XYZ:
```
17
Properties=species:S:1:pos:R:3:forces:R:3:lowdin_charge:R:1
N -0.64833 -2.61204 0.05154 0.8 -1.6 -0.7 0.174
N 1.46343 -0.09006 1.04194 -0.3 -0.1 0.1 0.178
N -0.73392 -0.02609 -1.76522 0.3 -0.4 0.8 0.184
C -0.22418 -0.24094 -0.60811 2.4 -1.7 -2.8 -0.363
C -1.71099 -0.42156 1.07916 0.1 -2.7 0.7 -0.021
C 1.55158 1.59704 -0.76367 0.1 0.0 0.1 -0.040
C -0.69833 -1.39436 0.17336 -3.4 4.7 1.9 -0.360
C 1.00829 0.40087 -0.03290 0.0 0.8 0.1 -0.372
H 0.77367 2.35120 -0.90124 0.0 0.0 0.0 0.087
H -2.55286 -0.12719 0.45367 0.1 0.0 -0.1 0.069
H 2.37800 2.04171 -0.20974 0.0 0.0 0.0 0.077
H 1.91285 1.29919 -1.74870 0.0 0.1 -0.1 0.085
H -0.22163 0.65344 -2.32232 -0.2 0.5 0.4 0.046
H -1.20794 -3.20397 0.66300 0.0 0.6 0.2 0.067
H -2.06495 -1.08373 1.87027 -0.4 0.1 0.2 0.058
H -1.28264 0.43977 1.58849 0.4 -0.1 -0.4 0.062
H 2.25794 0.41672 1.43049 0.1 0.0 -0.3 0.067
```
Forces are in eV/Å.

## Properties
E_LUMO = 0.31 eV
E_HOMO = -8.95 eV
Kohn-Sham gap = 9.27 eV
relative energy (zero: lowest compared OMol25 entry of this formula, charge and spin) = 56.6 kcal per mole
structure (SMILES) = [H]/N=C(\C)C(=N)/C(C)=N/[H]
net charge = 0
total energy = -360.1070 a.u.

# 6
Below is a structure of composition C5H9N3 in a non-equilibrium geometry, with properties calculated with ωB97M-V/def2-TZVPD.

Geometry as XYZ:
```
17
Properties=species:S:1:pos:R:3:forces:R:3:lowdin_charge:R:1
N 1.59431 -0.02637 -0.84331 0.5 2.4 0.9 0.044
N -1.96337 -0.11410 -0.27851 0.0 0.2 2.2 0.096
N -1.21251 -0.87418 0.75630 -1.1 -0.4 -0.5 0.048
C 0.44125 1.66422 0.76341 -1.1 -3.0 2.5 0.005
C 0.24145 0.49482 -0.23807 3.2 2.1 -0.3 -0.476
C 1.51774 -1.07585 0.29503 0.1 -0.1 -2.2 -0.071
C 0.01029 -0.88689 0.01047 1.5 -3.9 3.4 -0.385
C -1.05890 0.63008 -0.72773 -3.8 4.6 -6.9 -0.216
H -0.16136 -1.33690 -0.95454 0.1 -0.3 -0.4 0.149
H 1.72445 -0.61049 1.22888 0.8 -0.1 0.9 0.081
H 2.30333 0.75176 -0.67086 -0.9 -1.6 -0.2 0.115
H -0.44277 1.79710 1.42856 0.0 -0.1 -0.8 0.099
H 1.14214 1.34305 1.54346 0.7 0.7 -0.5 0.079
H 2.10439 -1.99874 0.00111 -0.9 1.0 0.8 0.124
H -1.37586 1.34272 -1.57870 0.4 -0.9 1.4 0.154
H 0.58547 2.57283 0.26173 0.8 1.1 -0.7 0.066
H -1.71985 -1.71710 0.68034 -0.3 -1.5 0.5 0.087
```
Forces are in eV/Å.

## Properties
E_LUMO = 1.01 eV
E_HOMO = -9.49 eV
Kohn-Sham gap = 10.50 eV
relative energy (zero: lowest compared OMol25 entry of this formula, charge and spin) = 125.1 kcal per mole
net charge = 0
total energy = -359.9979 a.u.